(P)
Molecular formula: CH4O2PS
Method: DFT, ωB97M-V with the def2-TZVPD basis set

Positions of all 9 atoms, in Å:
S (2.25, 0.86, -0.13)
P (-1.35, -0.01, -0.21)
O (-1.90, 1.18, -0.83)
O (-1.11, 0.21, 1.39)
C (0.14, -0.58, -0.82)
H (0.25, -1.49, -0.32)
H (0.43, -0.60, -1.91)
H (1.68, 0.69, 0.96)
H (-0.39, -0.25, 1.87)

Computed properties:
- Total charge: -1
- LUMO energy (alpha / beta): 3.40 / 3.39 eV
- E_HOMO (alpha / beta): -2.94 / -2.90 eV

Electronic structure analysis, natural (NBO) charges in units of e: number 1, S, carries -0.66; number 2, P, carries 1.66; number 3, O, carries -1.11; number 4, O, carries -1.03; number 5, C, carries -0.84; number 6, H, carries 0.18; number 7, H, carries 0.24; number 8, H, carries 0.07; number 9, H, carries 0.50

***

(Q)
Molecular formula: CH4O2PS
Method: DFT, ωB97M-V with the def2-TZVPD basis set

Positions of all 9 atoms, in Å:
S (1.99, 1.10, -0.11)
P (-1.75, 0.14, -0.13)
O (-1.80, 0.10, 1.49)
O (-2.09, 1.50, -0.57)
C (-0.10, -0.46, -0.58)
H (-0.07, -1.45, -0.05)
H (0.23, -0.43, -1.60)
H (2.84, 0.74, -1.19)
H (-1.21, 0.58, 2.11)

Computed properties:
- Total charge: -1
- LUMO energy (alpha / beta): 3.28 / 3.29 eV
- E_HOMO (alpha / beta): -3.18 / -3.18 eV

Electronic structure analysis, natural (NBO) charges in units of e: number 1, S, carries -0.67; number 2, P, carries 1.58; number 3, O, carries -1.06; number 4, O, carries -1.14; number 5, C, carries -0.72; number 6, H, carries 0.19; number 7, H, carries 0.21; number 8, H, carries 0.10; number 9, H, carries 0.50

***

(Q) takes first place; second place is 14.4 kJ/mol up.

***

(P)
Molecular formula: C4H4O5Sc
Method: DFT, ωB97M-V with the def2-TZVPD basis set

Positions of all 14 atoms, in Å:
Sc (1.53, -0.33, -0.28)
O (-1.20, 0.34, -0.32)
O (-1.32, -1.82, 0.09)
O (0.55, 3.14, 2.10)
O (-3.10, -0.75, -0.76)
O (1.97, 1.48, 1.32)
C (-0.19, 0.45, -1.37)
C (-1.99, -0.79, -0.22)
C (-0.20, 1.90, -1.82)
C (1.25, 2.32, 1.70)
H (0.44, 2.01, -2.71)
H (0.22, 2.58, -1.06)
H (-0.48, -0.17, -2.23)
H (-1.23, 2.24, -2.05)

Computed properties:
- Total charge: +1
- LUMO energy (alpha / beta): -7.05 / -7.08 eV
- E_HOMO (alpha / beta): -12.13 / -12.11 eV

Electronic structure analysis, natural (NBO) charges in units of e: number 1, Sc, carries 1.94; number 2, O, carries -0.54; number 3, O, carries -0.75; number 4, O, carries -0.36; number 5, O, carries -0.60; number 6, O, carries -0.68; number 7, C, carries -0.32; number 8, C, carries 0.92; number 9, C, carries -0.66; number 10, C, carries 1.08; number 11, H, carries 0.23; number 12, H, carries 0.20; number 13, H, carries 0.23; number 14, H, carries 0.29

***

(Q)
Molecular formula: C4H4O5Sc
Method: DFT, ωB97M-V with the def2-TZVPD basis set

Positions of all 14 atoms, in Å:
Sc (1.45, 0.38, 0.10)
O (3.43, 1.11, -0.19)
O (3.10, -0.83, 0.72)
O (-2.85, -0.49, -0.03)
O (-1.58, 1.30, 0.06)
O (-3.79, 1.51, 0.40)
C (-0.70, 0.25, -0.48)
C (3.87, 0.17, 0.53)
C (-1.49, -0.98, -0.07)
C (-2.81, 0.83, 0.15)
H (-1.43, -1.80, -0.80)
H (-0.78, 0.35, -1.58)
H (4.81, -0.44, 0.26)
H (-1.26, -1.37, 0.93)

Computed properties:
- Total charge: +1
- LUMO energy: -7.18 eV
- E_HOMO: -13.79 eV

Electronic structure analysis, natural (NBO) charges in units of e: number 1, Sc, carries 2.24; number 2, O, carries -0.73; number 3, O, carries -0.74; number 4, O, carries -0.46; number 5, O, carries -0.50; number 6, O, carries -0.53; number 7, C, carries -0.56; number 8, C, carries 0.60; number 9, C, carries -0.12; number 10, C, carries 0.95; number 11, H, carries 0.23; number 12, H, carries 0.21; number 13, H, carries 0.23; number 14, H, carries 0.19

***

(Q) takes first place; second place is 158.8 kJ/mol up.

***

(P)
Molecular formula: C7H17NO2
Method: DFT, ωB97M-V with the def2-TZVPD basis set

Positions of all 27 atoms, in Å:
O (1.91, -2.05, -0.31)
O (1.68, -0.42, -1.78)
N (-0.51, -2.49, -2.34)
C (0.92, 0.92, 1.48)
C (-0.32, -1.60, -1.20)
C (-0.91, -2.25, 0.05)
C (0.17, 2.27, -0.50)
C (1.17, -1.27, -1.10)
C (-0.28, 1.55, 0.77)
C (-0.99, 2.52, 1.70)
H (1.37, -2.66, 0.22)
H (-1.31, 2.02, 2.62)
H (-0.99, 0.76, 0.50)
H (-0.33, 3.34, 1.98)
H (-1.99, -2.26, -0.03)
H (-0.27, -2.02, -3.21)
H (0.09, -3.31, -2.26)
H (-0.63, -1.69, 0.95)
H (-0.85, -0.67, -1.43)
H (1.58, 1.70, 1.84)
H (-0.68, 2.74, -0.99)
H (0.64, 1.57, -1.20)
H (1.48, 0.28, 0.81)
H (0.59, 0.33, 2.34)
H (0.90, 3.03, -0.26)
H (-1.87, 2.94, 1.23)
H (-0.59, -3.29, 0.15)

Computed properties:
- LUMO energy: 0.61 eV
- E_HOMO: -9.67 eV

Electronic structure analysis, natural (NBO) charges in units of e: number 1, O, carries -0.68; number 2, O, carries -0.58; number 3, N, carries -0.81; number 4, C, carries -0.61; number 5, C, carries -0.17; number 6, C, carries -0.64; number 7, C, carries -0.62; number 8, C, carries 0.77; number 9, C, carries -0.21; number 10, C, carries -0.60; number 11, H, carries 0.49; number 12, H, carries 0.20; number 13, H, carries 0.18; number 14, H, carries 0.20; number 15, H, carries 0.24; number 16, H, carries 0.38; number 17, H, carries 0.35; number 18, H, carries 0.22; number 19, H, carries 0.22; number 20, H, carries 0.21; number 21, H, carries 0.20; number 22, H, carries 0.23; number 23, H, carries 0.21; number 24, H, carries 0.20; number 25, H, carries 0.20; number 26, H, carries 0.21; number 27, H, carries 0.20

***

(Q)
Molecular formula: C7H17NO2
Method: DFT, ωB97M-V with the def2-TZVPD basis set

Positions of all 27 atoms, in Å:
O (-2.54, 0.00, 1.98)
O (0.98, 1.70, 3.84)
N (1.59, 1.53, 0.86)
C (0.52, 0.38, -0.99)
C (1.54, -0.74, -1.01)
C (-0.59, 0.36, -2.02)
C (-1.82, -0.34, -1.50)
C (0.61, 1.40, -0.14)
C (1.37, -1.68, 0.19)
C (-2.32, -1.42, -2.10)
H (1.86, 2.50, 1.03)
H (2.54, -0.32, -1.06)
H (-0.81, 1.38, -2.34)
H (-3.26, 0.60, 2.21)
H (2.27, -1.86, 0.79)
H (1.21, -2.70, -0.17)
H (-0.26, -0.19, -2.91)
H (1.39, -1.30, -1.93)
H (-0.12, 2.20, -0.16)
H (-1.76, 0.48, 2.27)
H (1.28, 1.69, 2.90)
H (0.48, -1.45, 0.77)
H (-3.12, -2.02, -1.70)
H (-2.11, -0.14, -0.47)
H (-2.02, -1.72, -3.10)
H (2.37, 0.89, 0.79)
H (0.71, 0.77, 3.97)

Computed properties:
- LUMO energy: 0.65 eV
- E_HOMO: -8.28 eV

Electronic structure analysis, natural (NBO) charges in units of e: number 1, O, carries -0.94; number 2, O, carries -0.96; number 3, N, carries -0.86; number 4, C, carries -0.04; number 5, C, carries -0.45; number 6, C, carries -0.46; number 7, C, carries -0.18; number 8, C, carries -0.02; number 9, C, carries -0.63; number 10, C, carries -0.40; number 11, H, carries 0.38; number 12, H, carries 0.20; number 13, H, carries 0.21; number 14, H, carries 0.47; number 15, H, carries 0.21; number 16, H, carries 0.22; number 17, H, carries 0.21; number 18, H, carries 0.22; number 19, H, carries 0.19; number 20, H, carries 0.47; number 21, H, carries 0.48; number 22, H, carries 0.22; number 23, H, carries 0.20; number 24, H, carries 0.22; number 25, H, carries 0.18; number 26, H, carries 0.38; number 27, H, carries 0.46

***

(P) takes first place; second place is 163.1 kJ/mol up.

***

(P)
Molecular formula: C19H21N3O3S
Method: DFT, ωB97M-V with the def2-TZVPD basis set

Positions of all 47 atoms, in Å:
S (-1.00, 0.25, 1.25)
O (1.54, 2.80, -0.38)
O (4.57, -2.57, -1.78)
O (-3.44, 1.82, -2.77)
N (5.08, -0.61, 0.29)
N (1.63, 1.69, 1.59)
N (-4.48, 0.27, -1.50)
C (-3.66, -1.56, 1.58)
C (-3.54, -0.68, 0.50)
C (3.78, -2.54, -0.61)
C (-3.41, 1.11, -1.79)
C (1.04, 2.04, 0.42)
C (-0.29, 1.45, 0.19)
C (2.98, 2.11, 1.92)
C (-1.12, 1.74, -0.85)
C (-5.83, -2.23, 0.81)
C (-2.41, 0.15, 0.26)
C (-4.59, -0.59, -0.44)
C (4.09, 0.45, 0.37)
C (-2.33, 1.01, -0.82)
C (5.03, -1.27, -2.11)
C (-5.73, -1.37, -0.27)
C (4.55, -1.94, 0.57)
C (5.84, -0.67, -0.95)
C (3.97, 0.95, 1.81)
C (-4.79, -2.32, 1.74)
H (2.86, -1.96, -0.80)
H (4.95, 1.29, 2.15)
H (3.10, 0.14, 0.01)
H (3.24, 2.90, 1.22)
H (6.71, -1.30, -0.77)
H (1.20, 1.01, 2.19)
H (5.40, -2.59, 0.80)
H (5.65, -1.39, -3.00)
H (3.66, 0.13, 2.46)
H (3.50, -3.58, -0.41)
H (2.98, 2.51, 2.94)
H (4.42, 1.28, -0.26)
H (4.17, -0.62, -2.35)
H (6.17, 0.34, -1.21)
H (-6.71, -2.84, 0.93)
H (-6.53, -1.30, -0.98)
H (-0.87, 2.45, -1.62)
H (-5.25, 0.31, -2.16)
H (-4.88, -3.00, 2.57)
H (3.90, -1.89, 1.45)
H (-2.85, -1.62, 2.29)

Computed properties:
- LUMO energy: -0.38 eV
- E_HOMO: -8.11 eV

Electronic structure analysis, natural (NBO) charges in units of e: number 1, S, carries 0.41; number 2, O, carries -0.61; number 3, O, carries -0.53; number 4, O, carries -0.60; number 5, N, carries -0.45; number 6, N, carries -0.61; number 7, N, carries -0.57; number 8, C, carries -0.17; number 9, C, carries -0.07; number 10, C, carries -0.09; number 11, C, carries 0.66; number 12, C, carries 0.64; number 13, C, carries -0.29; number 14, C, carries -0.23; number 15, C, carries -0.14; number 16, C, carries -0.18; number 17, C, carries -0.14; number 18, C, carries 0.19; number 19, C, carries -0.22; number 20, C, carries -0.19; number 21, C, carries -0.09; number 22, C, carries -0.25; number 23, C, carries -0.25; number 24, C, carries -0.24; number 25, C, carries -0.40; number 26, C, carries -0.24; number 27, H, carries 0.16; number 28, H, carries 0.22; number 29, H, carries 0.17; number 30, H, carries 0.23; number 31, H, carries 0.20; number 32, H, carries 0.39; number 33, H, carries 0.20; number 34, H, carries 0.19; number 35, H, carries 0.19; number 36, H, carries 0.19; number 37, H, carries 0.20; number 38, H, carries 0.21; number 39, H, carries 0.16; number 40, H, carries 0.20; number 41, H, carries 0.22; number 42, H, carries 0.22; number 43, H, carries 0.26; number 44, H, carries 0.42; number 45, H, carries 0.22; number 46, H, carries 0.20; number 47, H, carries 0.21

***

(Q)
Molecular formula: C19H21N3O3S
Method: DFT, ωB97M-V with the def2-TZVPD basis set

Positions of all 47 atoms, in Å:
S (2.45, 2.02, 0.27)
O (-1.46, 1.70, 0.16)
O (-5.00, 2.70, 0.08)
O (-0.07, 3.60, -0.05)
N (3.86, -1.64, 0.02)
N (4.13, -0.26, 0.15)
N (-3.86, 0.74, -0.35)
C (-0.23, 2.52, 0.19)
C (1.91, -0.62, 0.25)
C (-2.53, 2.75, 0.31)
C (7.83, -0.21, -0.18)
C (-7.43, -1.51, 0.19)
C (5.78, 1.68, -0.17)
C (-5.96, -2.13, -0.17)
C (8.13, 1.00, -0.14)
C (-3.92, 2.13, -0.13)
C (6.49, -0.79, -0.17)
C (-4.96, -0.06, -0.75)
C (2.49, -1.73, 0.35)
C (-4.80, -1.08, 0.12)
C (6.98, 1.91, -0.11)
C (5.48, -0.03, -0.06)
C (0.72, 1.39, 0.26)
C (3.10, 0.48, -0.01)
C (0.72, -0.11, 0.26)
C (2.00, -3.06, 0.34)
H (-7.60, -0.78, -0.52)
H (-2.96, 0.60, -0.49)
H (1.35, -3.21, 1.37)
H (-7.39, -1.22, 1.12)
H (-6.15, -2.48, -1.18)
H (4.97, 2.24, -0.32)
H (-5.93, 0.72, -0.45)
H (8.61, -1.16, -0.14)
H (-3.96, -1.75, 0.05)
H (6.31, -1.77, 0.04)
H (2.79, -3.75, 0.05)
H (-2.46, 3.81, -0.37)
H (-5.03, -0.98, 1.02)
H (-6.05, -3.16, 0.48)
H (9.08, 1.31, -0.26)
H (1.43, -3.33, -0.57)
H (7.30, 3.21, -0.24)
H (-2.75, 3.33, 1.22)
H (-0.27, -0.41, 0.32)
H (-4.76, -0.40, -1.68)
H (-8.37, -2.19, -0.12)

Computed properties:
- LUMO energy: -0.43 eV
- E_HOMO: -8.38 eV

Electronic structure analysis, natural (NBO) charges in units of e: number 1, S, carries 0.43; number 2, O, carries -0.58; number 3, O, carries -0.64; number 4, O, carries -0.50; number 5, N, carries -0.28; number 6, N, carries -0.23; number 7, N, carries -0.60; number 8, C, carries 0.78; number 9, C, carries -0.17; number 10, C, carries -0.22; number 11, C, carries -0.13; number 12, C, carries -0.59; number 13, C, carries -0.22; number 14, C, carries -0.39; number 15, C, carries -0.26; number 16, C, carries 0.65; number 17, C, carries -0.28; number 18, C, carries -0.24; number 19, C, carries 0.17; number 20, C, carries -0.41; number 21, C, carries -0.16; number 22, C, carries 0.21; number 23, C, carries -0.33; number 24, C, carries 0.03; number 25, C, carries -0.13; number 26, C, carries -0.66; number 27, H, carries 0.20; number 28, H, carries 0.39; number 29, H, carries 0.23; number 30, H, carries 0.19; number 31, H, carries 0.19; number 32, H, carries 0.20; number 33, H, carries 0.26; number 34, H, carries 0.21; number 35, H, carries 0.21; number 36, H, carries 0.24; number 37, H, carries 0.25; number 38, H, carries 0.23; number 39, H, carries 0.20; number 40, H, carries 0.20; number 41, H, carries 0.22; number 42, H, carries 0.23; number 43, H, carries 0.18; number 44, H, carries 0.24; number 45, H, carries 0.25; number 46, H, carries 0.20; number 47, H, carries 0.20

***

(P) takes first place; second place is 1464.8 kJ/mol up.

***

(P)
Molecular formula: CH2ClNO
Method: DFT, ωB97M-V with the def2-TZVPD basis set

Positions of all 6 atoms, in Å:
Cl (-1.65, -0.39, -0.53)
O (1.57, -1.14, -0.34)
N (0.79, -0.38, -0.77)
C (-0.27, 0.31, 0.20)
H (-0.33, 1.42, 0.20)
H (-0.11, 0.18, 1.25)

Computed properties:
- LUMO energy: -0.10 eV
- E_HOMO: -9.34 eV

Electronic structure analysis, natural (NBO) charges in units of e: number 1, Cl, carries 0.03; number 2, O, carries -0.24; number 3, N, carries 0.16; number 4, C, carries -0.37; number 5, H, carries 0.22; number 6, H, carries 0.21

***

(Q)
Molecular formula: CH2ClNO
Method: DFT, ωB97M-V with the def2-TZVPD basis set

Positions of all 6 atoms, in Å:
Cl (0.89, -1.74, -0.04)
O (-1.53, 0.48, -1.15)
N (0.49, -0.08, 0.59)
C (-2.21, 1.25, -0.64)
H (1.13, 0.44, -0.05)
H (1.23, -0.35, 1.29)

Computed properties:
- LUMO energy: 0.41 eV
- E_HOMO: -10.54 eV

Electronic structure analysis, natural (NBO) charges in units of e: number 1, Cl, carries 0.00; number 2, O, carries -0.51; number 3, N, carries -0.71; number 4, C, carries 0.51; number 5, H, carries 0.35; number 6, H, carries 0.36

***

(R)
Molecular formula: CH2ClNO
Method: DFT, ωB97M-V with the def2-TZVPD basis set

Positions of all 6 atoms, in Å:
Cl (1.86, 0.98, 0.01)
O (-2.07, 1.42, 0.07)
N (-0.57, 1.68, -0.48)
C (0.17, 0.54, -0.08)
H (-0.18, 0.36, 1.03)
H (0.09, -0.36, -0.72)

Computed properties:
- LUMO energy (alpha / beta): -2.85 / -2.86 eV
- E_HOMO (alpha / beta): -11.23 / -11.21 eV

Electronic structure analysis, natural (NBO) charges in units of e: number 1, Cl, carries -0.01; number 2, O, carries -0.31; number 3, N, carries 0.14; number 4, C, carries -0.37; number 5, H, carries 0.27; number 6, H, carries 0.27

***

(S)
Molecular formula: CH2ClNO
Method: DFT, ωB97M-V with the def2-TZVPD basis set

Positions of all 6 atoms, in Å:
Cl (2.72, 0.15, 0.01)
O (0.69, -2.12, 0.12)
N (1.07, 0.55, -0.28)
C (0.18, -1.08, -0.25)
H (-0.78, -1.11, -0.82)
H (0.74, 1.02, 0.58)

Computed properties:
- LUMO energy: 0.18 eV
- E_HOMO: -9.73 eV

Electronic structure analysis, natural (NBO) charges in units of e: number 1, Cl, carries 0.10; number 2, O, carries -0.47; number 3, N, carries -0.69; number 4, C, carries 0.53; number 5, H, carries 0.16; number 6, H, carries 0.36

***

(Q) takes first place; second place is 84.1 kJ/mol up.